1.
C4H12N4 | ωB97M-V with the def2-TZVPD basis set

Results
Gap between HOMO and LUMO (alpha / beta): 7.7 / 7.7 eV
Total charge: +2
Lowest unoccupied orbital energy (alpha / beta): -11.511 / -11.511 eV
Multiplicity: 1
Highest occupied orbital energy (alpha / beta): -19.2 / -19.3 eV

```
20
Properties=species:S:1:pos:R:3:forces:R:3
C 0.8715 -0.7346 -0.2480 3.0 3.2 -0.4
C -3.2750 -0.7211 0.3009 3.8 -0.4 -0.8
C 3.1750 -0.6886 0.0371 4.1 -1.2 1.1
C -2.5562 0.5410 -0.0961 -2.0 3.9 -1.5
N -0.3676 -0.3750 -0.0884 -2.7 0.5 -0.4
N 1.9691 0.0564 -0.1213 -3.2 -3.1 0.3
N 2.0010 1.3165 0.1975 0.2 -0.5 0.1
N -1.0166 0.6438 -0.3744 -0.7 -0.3 -0.1
H 1.1484 -1.7053 -0.4684 -0.2 -2.1 -0.4
H -3.0768 -0.7950 1.3236 0.2 -1.0 1.7
H -4.3006 -0.6477 0.1788 -1.9 0.5 -0.6
H -2.8520 -1.5444 -0.2813 -0.4 -0.3 0.3
H 3.3440 -1.6408 -0.5913 -1.1 1.6 0.7
H 3.8961 0.0669 -0.3446 0.4 -1.0 0.6
H 3.4355 -1.0531 1.1646 -0.9 1.3 -2.5
H -2.7764 1.3178 0.6869 0.7 -0.4 -0.6
H -3.1238 1.0160 -1.0117 1.8 -0.7 1.2
H 1.3674 1.9453 -0.2428 0.0 0.7 0.2
H 2.7260 1.4757 0.8742 0.2 1.3 0.1
H -0.5888 1.5262 -0.8950 -1.3 -2.0 1.0
```
Positions in Å, forces in eV/Å.

---

2.
C33H46BCsN8O2SSe2 | ωB97M-V with the def2-TZVPD basis set

Results
Gap between HOMO and LUMO: 4.1 eV
Total charge: -2
Lowest unoccupied orbital energy: 3.131 eV
Multiplicity: 1
Highest occupied orbital energy: -1.0 eV

```
94
Properties=species:S:1:pos:R:3:forces:R:3
Cs 0.6588 -0.4866 0.2867 -0.4 -0.3 -0.9
C -1.0704 3.5584 3.4333 0.1 0.0 0.0
C -0.1895 3.1499 2.2493 -0.1 0.0 -0.1
C -1.0207 3.0749 0.9676 0.1 0.0 0.1
C 0.4959 1.8417 2.5327 0.2 0.0 0.2
C 1.8753 1.5674 2.5450 0.0 0.1 0.2
C 1.9522 0.2482 2.9353 0.2 0.2 0.4
N 0.6976 -0.2085 3.1232 0.2 0.1 0.5
N -0.2025 0.7589 2.8745 -0.2 0.3 0.3
B 0.2893 -1.6020 3.6639 -0.1 0.0 -0.1
N 1.3564 -2.6159 3.2189 0.1 0.0 0.3
C 2.1609 -3.3197 4.0395 0.0 -0.1 -0.1
C 3.0627 -4.0116 3.2638 0.0 0.0 0.0
C 2.7337 -3.6526 1.9379 0.0 -0.1 0.1
N 1.7076 -2.8139 1.9301 0.1 -0.1 0.0
C 3.4418 -4.0880 0.6851 0.0 0.1 -0.1
C 2.6532 -3.7704 -0.5837 0.0 0.0 0.2
C 4.8352 -3.4474 0.6216 -0.1 0.0 0.0
N -1.1246 -1.9653 3.1642 -0.1 0.0 0.3
C -2.2213 -2.0037 3.9419 -0.1 0.0 -0.1
C -3.2962 -2.3498 3.1521 0.0 0.0 0.0
C -2.7397 -2.5059 1.8648 -0.1 0.1 0.1
N -1.4369 -2.2642 1.8905 0.0 0.0 -0.1
C -3.4538 -2.9311 0.6113 0.1 -0.1 0.0
C -4.0047 -4.3525 0.7759 0.0 0.1 0.0
C -2.5547 -2.8491 -0.6185 -0.1 0.0 0.1
H -1.5674 4.5125 3.2371 0.0 0.0 0.0
H -0.4761 3.6545 4.3439 0.0 0.0 0.0
H -1.8286 2.7929 3.6052 0.0 0.0 0.0
H 0.5923 3.9025 2.1174 0.0 0.0 0.0
H -1.7728 2.2930 1.0767 0.0 0.0 0.0
H -0.3985 2.8291 0.1054 0.0 0.0 0.0
H -1.5269 4.0245 0.7727 0.0 0.0 0.0
H 2.7039 2.2132 2.2988 0.0 0.0 -0.1
H 2.8192 -0.3748 3.0891 0.0 -0.1 -0.1
H 0.2554 -1.6046 4.8747 0.0 0.0 0.0
H 2.0381 -3.2716 5.1089 0.0 0.0 0.0
H 3.8509 -4.6667 3.5976 0.0 0.0 0.0
H 3.5709 -5.1753 0.7521 0.0 0.0 0.0
H 2.6433 -2.6958 -0.7678 0.0 0.0 -0.1
H 1.6212 -4.1162 -0.5021 0.0 0.0 0.0
H 3.1220 -4.2466 -1.4464 0.0 0.0 0.0
H 4.7508 -2.3589 0.6049 0.0 0.0 0.0
H 5.3615 -3.7575 -0.2838 0.0 0.0 0.0
H 5.4371 -3.7266 1.4885 0.0 0.0 0.0
H -2.1611 -1.7796 4.9937 0.0 0.0 0.0
H -4.3247 -2.4747 3.4511 0.0 0.0 0.0
H -4.3082 -2.2581 0.4668 0.0 0.0 0.0
H -3.1790 -5.0510 0.9275 0.0 0.0 0.0
H -4.5579 -4.6579 -0.1163 0.0 0.0 0.0
H -4.6704 -4.4219 1.6377 0.0 0.0 0.0
H -1.6683 -3.4693 -0.4764 0.0 0.0 0.0
H -2.2218 -1.8280 -0.7956 0.0 0.0 0.0
H -3.0924 -3.1966 -1.5039 0.0 0.0 0.0
O 6.9685 1.8727 -2.2298 0.1 0.0 0.0
C 5.6056 2.1192 -2.5704 -0.1 0.1 0.0
C 4.6616 0.9416 -2.2749 0.0 -0.1 0.0
C 4.9419 -0.1700 -3.2947 0.0 0.0 0.1
O 6.3070 -0.5917 -3.3106 0.0 0.0 -0.1
C 3.2472 1.5052 -2.4667 -0.1 0.0 0.0
Se 1.7624 0.2151 -2.6548 0.1 0.1 -0.8
C 4.8767 0.3830 -0.8559 0.1 0.1 0.2
Se 5.4365 1.6563 0.5618 0.0 0.1 0.1
H 6.9548 1.8368 -1.2445 0.0 0.0 0.0
H 5.5784 2.3359 -3.6443 0.0 0.0 0.0
H 5.2468 3.0001 -2.0303 0.0 0.0 0.0
H 4.6420 0.1878 -4.2909 0.0 0.0 0.0
H 4.3291 -1.0422 -3.0666 0.0 0.0 0.0
H 6.8368 0.1607 -3.0000 0.0 0.0 0.1
H 3.2296 2.1262 -3.3668 0.0 0.0 0.0
H 3.0241 2.1480 -1.6134 0.1 0.0 0.0
H 5.6460 -0.3871 -0.8910 0.0 0.0 0.0
H 3.9564 -0.0868 -0.5065 -0.1 -0.1 -0.2
S -5.6495 1.6227 -3.9305 0.0 0.0 0.1
C -4.2358 1.2677 -2.8864 -0.1 0.0 -0.1
C -2.9735 1.1613 -3.4427 0.0 0.0 0.1
C -1.9004 0.8873 -2.5980 0.1 0.0 -0.1
N -2.0461 0.7188 -1.2880 0.0 -0.1 0.1
C -3.2664 0.8120 -0.7651 -0.1 0.0 -0.1
C -4.3974 1.0836 -1.5193 0.1 0.0 0.0
C -5.9578 3.2960 -3.3898 0.0 0.0 -0.1
C -5.1426 4.3338 -3.8209 0.0 0.0 0.1
C -5.4216 5.6190 -3.3840 0.0 0.0 0.0
N -6.4371 5.9231 -2.5772 0.0 0.0 0.0
C -7.2088 4.9182 -2.1715 0.0 0.1 0.0
C -7.0162 3.5965 -2.5452 0.0 0.0 -0.1
H -2.8178 1.2946 -4.5044 0.0 0.0 0.0
H -0.8791 0.8181 -2.9752 0.0 0.0 0.0
H -3.3446 0.6451 0.3054 0.0 0.0 0.0
H -5.3721 1.1492 -1.0545 0.0 0.0 0.0
H -4.3029 4.1361 -4.4729 0.0 0.0 0.0
H -4.8009 6.4511 -3.6975 0.0 0.0 0.0
H -8.0235 5.1869 -1.5074 0.0 0.0 0.0
H -7.6755 2.8165 -2.1896 0.0 0.0 0.0
```
Positions in Å, forces in eV/Å.

---

3.
C2H2N3O | ωB97M-V with the def2-TZVPD basis set

Results
Gap between HOMO and LUMO: 10.4 eV
Total charge: +1
Lowest unoccupied orbital energy: -6.651 eV
Multiplicity: 1
Highest occupied orbital energy: -17.1 eV

```
8
Properties=species:S:1:pos:R:3:forces:R:3
C 0.9982 0.5533 0.4916 -4.2 -1.9 3.3
C -0.6178 0.0964 0.7804 0.7 -2.4 -2.4
N 0.2185 0.9403 1.4580 0.8 1.6 0.2
N -0.5451 -0.5639 -1.0480 2.0 1.3 0.1
N 0.2845 -0.7012 0.0632 1.1 -0.7 1.0
O -1.4499 0.1592 -0.2531 -2.8 0.1 -0.1
H 1.7632 0.9712 0.0456 4.0 2.1 -2.3
H -0.6515 -1.4553 -1.5376 -1.7 -0.1 0.3
```
Positions in Å, forces in eV/Å.

---

4.
C30H51F7N7O2S | ωB97M-V with the def2-TZVPD basis set

Results
Gap between HOMO and LUMO: 10.4 eV
Total charge: +1
Lowest unoccupied orbital energy: -2.298 eV
Multiplicity: 1
Highest occupied orbital energy: -12.7 eV

```
98
Properties=species:S:1:pos:R:3:forces:R:3
C 5.1328 0.2904 4.6604 0.1 0.0 0.2
C 4.3479 1.4479 4.0282 -0.2 0.0 0.3
C 3.2961 1.0271 3.0093 0.0 0.5 -0.2
N 2.0216 0.6773 3.6960 0.4 -0.4 0.6
N 1.3539 -0.4199 3.0554 -0.2 0.1 -1.2
C 2.0568 -1.7478 3.1527 0.2 -0.9 -1.1
C 1.0266 -2.7403 3.7287 0.0 0.5 -0.3
S 1.6577 -4.0812 4.7422 -0.3 -0.4 0.4
O 1.5494 -3.6845 6.1128 0.2 0.1 -0.2
O 1.0992 -5.3058 4.2627 0.0 0.3 -0.1
C 3.4738 -4.2034 4.3500 -0.6 0.3 0.1
F 4.1490 -3.1513 4.7959 0.2 0.3 0.2
F 3.8926 -5.2778 4.9448 0.4 -0.7 0.3
F 3.6405 -4.2937 3.0424 0.1 0.0 -0.6
C 0.0858 -1.8285 4.4985 0.7 0.4 0.3
C -0.0512 -0.6833 3.4983 -0.9 -0.4 1.0
C -0.8776 0.4838 4.0469 0.0 0.1 -0.4
F -2.1539 0.0330 4.0471 0.3 0.2 0.0
F -0.7901 1.5262 3.1563 0.1 -0.2 0.2
C -0.5446 1.0236 5.4635 -0.4 0.1 0.1
F -1.0840 0.1717 6.3684 0.2 0.2 -0.2
F -1.1262 2.2404 5.5901 0.1 -0.4 0.0
H 4.8227 -0.6820 4.2775 0.0 0.0 0.0
H 6.2037 0.3769 4.4768 -0.1 0.0 -0.1
H 5.0037 0.2641 5.7432 0.0 0.0 -0.1
H 3.8138 1.9806 4.8210 0.1 0.1 -0.1
H 5.0106 2.1879 3.5769 0.0 -0.2 -0.1
H 3.1025 1.8639 2.3306 0.0 -0.1 -0.1
H 3.6262 0.1966 2.3838 0.0 -0.1 0.1
H 1.3931 1.4707 3.6413 0.0 0.0 -0.2
H 1.3210 -0.2663 2.0365 -0.1 0.1 -0.3
H 3.0418 -1.6778 3.5952 -0.3 0.4 0.6
H 2.2248 -2.0423 2.1152 0.2 0.1 0.1
H 0.4923 -3.1883 2.8886 0.1 -0.3 0.1
H 0.6505 -1.4555 5.3595 -0.3 -0.1 0.2
H -0.8556 -2.2450 4.8418 0.0 -0.1 -0.2
H -0.6294 -1.0476 2.6440 0.3 0.2 -0.3
H 0.5257 1.1246 5.6487 0.0 -0.1 0.0
C -1.9151 -2.8437 -0.1446 0.0 0.0 0.0
C -1.6741 -1.9022 -1.3180 -0.1 0.0 0.2
C -0.2264 -1.9295 -1.8312 -0.1 0.0 -0.1
C 0.6945 -1.5272 -0.7790 0.4 0.2 0.6
N 1.3754 -1.2097 0.0978 -0.5 0.0 -0.1
H -1.3091 -2.5606 0.7226 0.0 0.0 0.0
H -2.9578 -2.8111 0.1645 0.0 0.0 0.0
H -1.6654 -3.8734 -0.4073 0.0 0.0 0.0
H -1.9356 -0.8815 -1.0309 0.0 0.0 0.0
H -2.3214 -2.1769 -2.1498 0.0 0.0 0.0
H -0.1019 -1.2561 -2.6797 0.1 0.0 0.0
H 0.0479 -2.9324 -2.1622 0.0 0.0 0.0
C -1.5404 1.7111 -4.4477 -0.2 0.1 -0.2
C -2.4089 1.2370 -5.6076 0.1 0.1 0.1
C -3.1002 -0.0964 -5.2997 0.0 0.1 -0.1
C -2.1098 -1.1436 -5.0647 0.6 -0.5 0.2
N -1.2850 -1.9293 -4.8796 -0.5 0.4 0.0
H -0.7380 1.0111 -4.2235 0.0 0.0 0.0
H -1.0766 2.6677 -4.6846 0.0 0.0 0.0
H -2.1387 1.8410 -3.5429 0.0 0.0 0.0
H -1.8043 1.1262 -6.5090 0.0 0.0 0.0
H -3.1756 1.9811 -5.8277 0.0 0.0 0.0
H -3.7367 -0.4143 -6.1261 0.0 0.0 0.0
H -3.7275 -0.0070 -4.4106 0.0 0.0 0.0
C -0.3810 5.7361 -2.9834 0.0 0.0 0.0
C -0.2787 5.5139 -1.4797 0.0 0.0 -0.1
C 0.8762 4.5803 -1.0940 -0.1 0.1 0.0
C 0.7231 3.2531 -1.6888 0.0 -0.7 -0.4
N 0.6050 2.2244 -2.1984 0.1 0.6 0.5
H -0.5846 4.8019 -3.5084 0.0 0.0 0.0
H -1.1898 6.4279 -3.2141 0.0 0.0 0.0
H 0.5433 6.1554 -3.3837 0.0 0.0 0.0
H -1.2158 5.1002 -1.1024 0.0 0.0 0.0
H -0.1264 6.4689 -0.9753 0.0 0.0 0.0
H 0.9304 4.4621 -0.0109 0.0 0.0 0.0
H 1.8286 4.9926 -1.4314 0.0 0.0 0.0
C 2.1563 -1.9303 -5.8760 0.0 0.0 0.0
C 3.0001 -2.6918 -6.8898 -0.1 0.0 0.1
C 3.5098 -1.7901 -8.0206 0.0 -0.1 0.0
C 2.4035 -1.1779 -8.7552 -0.6 0.4 -0.4
N 1.5107 -0.6964 -9.3046 0.5 -0.3 0.3
H 1.2599 -1.5191 -6.3398 0.0 0.0 0.0
H 1.8290 -2.5893 -5.0722 0.0 0.0 0.0
H 2.7206 -1.1066 -5.4322 0.0 0.0 0.0
H 2.4123 -3.5059 -7.3167 0.0 0.0 0.0
H 3.8615 -3.1458 -6.3970 0.0 0.0 0.0
H 4.1166 -2.3572 -8.7271 0.0 0.0 0.0
H 4.1312 -0.9882 -7.6180 0.0 0.0 0.0
C -4.9049 1.4492 3.3261 0.0 0.1 0.0
C -5.8069 1.9115 2.1886 0.1 0.0 0.1
C -6.5394 0.7395 1.5231 0.0 0.1 0.0
C -5.5743 -0.2066 0.9636 0.5 -0.5 -0.4
N -4.7666 -0.9075 0.5297 -0.5 0.4 0.3
H -4.1456 0.7641 2.9559 0.0 0.0 0.0
H -4.3979 2.2977 3.7863 0.0 0.0 0.0
H -5.4747 0.9370 4.1034 0.0 0.0 0.0
H -5.2132 2.4297 1.4334 0.0 0.0 0.0
H -6.5428 2.6259 2.5586 -0.1 0.0 0.0
H -7.1852 1.0860 0.7162 0.0 0.0 0.0
H -7.1633 0.2110 2.2455 0.0 0.0 0.0
```
Positions in Å, forces in eV/Å.